# 1
The following is a quantum chemistry calculation of a 2-piece molecular cluster, C60H74N4O2 overall, from OMol25.

Geometry as XYZ:
```
140
Properties=species:S:1:pos:R:3:lowdin_charge:R:1
C 3.93 -3.47 2.57 -0.06
C 4.09 -2.09 3.24 -0.39
C 4.04 -2.22 4.76 -0.08
C 3.06 -1.13 2.67 -0.18
C 1.79 -0.97 3.25 0.03
C 0.81 -0.19 2.63 -0.08
C -0.61 -0.15 3.16 -0.36
C -0.79 -0.77 4.55 -0.07
C -1.63 -0.70 2.17 -0.05
C 1.15 0.56 1.46 -0.05
C 0.23 1.50 0.85 -0.14
N -0.10 2.71 1.45 0.05
C 0.01 3.07 2.86 -0.07
C -1.15 3.12 3.65 -0.14
C -2.52 2.88 3.03 -0.38
C -3.08 4.20 2.53 -0.05
C -3.49 2.16 3.97 -0.06
C -1.04 3.38 5.03 -0.02
C 0.21 3.51 5.62 -0.05
C 1.36 3.52 4.82 -0.02
C 1.27 3.33 3.44 -0.11
C 2.48 3.53 2.54 -0.37
C 3.82 3.43 3.29 -0.07
C 2.37 4.85 1.78 -0.04
N -0.88 3.45 0.62 0.12
N -0.97 2.73 -0.54 -0.01
C -1.87 3.19 -1.56 -0.07
C -3.15 2.60 -1.65 -0.11
C -3.66 1.63 -0.57 -0.36
C -3.78 0.20 -1.08 -0.06
C -4.98 2.11 0.05 -0.06
C -4.00 2.99 -2.69 -0.03
C -3.62 4.02 -3.56 -0.06
C -2.40 4.66 -3.38 -0.04
C -1.53 4.29 -2.36 -0.12
C -0.28 5.15 -2.15 -0.36
C 1.01 4.33 -2.10 -0.06
C -0.39 6.08 -0.93 -0.07
C -0.36 1.45 -0.41 -0.26
C -0.37 0.41 -1.33 -0.01
C 2.46 0.41 0.89 -0.12
C 2.89 1.17 -0.36 -0.37
C 2.95 0.24 -1.58 -0.06
C 4.23 1.89 -0.20 -0.05
C 3.36 -0.45 1.49 0.01
H 3.99 -3.39 1.48 0.08
H 4.72 -4.15 2.91 0.08
H 2.96 -3.91 2.83 0.09
H 5.07 -1.69 2.95 0.13
H 4.06 -1.23 5.23 0.08
H 3.13 -2.75 5.08 0.07
H 4.91 -2.79 5.11 0.08
H 1.56 -1.50 4.18 0.10
H -0.84 0.92 3.27 0.10
H -0.11 -0.30 5.27 0.09
H -1.82 -0.62 4.91 0.07
H -0.60 -1.85 4.51 0.08
H -1.55 -0.19 1.21 0.06
H -1.44 -1.77 1.98 0.08
H -2.65 -0.58 2.55 0.08
H -2.36 2.23 2.16 0.11
H -2.46 4.55 1.69 0.06
H -4.11 4.09 2.19 0.07
H -3.03 4.95 3.33 0.09
H -3.03 1.26 4.41 0.07
H -3.80 2.83 4.79 0.08
H -4.38 1.86 3.42 0.08
H -1.94 3.47 5.64 0.11
H 0.29 3.63 6.71 0.11
H 2.33 3.71 5.28 0.11
H 2.44 2.71 1.82 0.10
H 3.89 2.48 3.83 0.09
H 4.65 3.49 2.58 0.07
H 3.92 4.26 4.00 0.08
H 1.42 4.92 1.24 0.06
H 2.42 5.69 2.49 0.09
H 3.19 4.95 1.06 0.08
H -2.90 1.65 0.21 0.10
H -2.80 -0.17 -1.40 0.05
H -4.14 -0.46 -0.28 0.08
H -4.48 0.14 -1.93 0.08
H -4.88 3.15 0.39 0.07
H -5.80 2.06 -0.67 0.08
H -5.23 1.49 0.92 0.08
H -4.97 2.51 -2.81 0.11
H -4.29 4.35 -4.36 0.11
H -2.10 5.48 -4.05 0.11
H -0.22 5.79 -3.03 0.12
H 1.04 3.60 -2.92 0.09
H 1.88 4.99 -2.18 0.08
H 1.08 3.79 -1.15 0.05
H -1.22 6.79 -1.06 0.08
H -0.58 5.49 -0.02 0.04
H 0.54 6.64 -0.80 0.08
H -0.84 0.57 -2.29 0.06
H 0.08 -0.52 -1.00 0.03
H 2.13 1.94 -0.56 0.11
H 1.97 -0.19 -1.78 0.04
H 3.27 0.80 -2.47 0.08
H 3.67 -0.57 -1.39 0.08
H 4.23 2.56 0.67 0.05
H 5.04 1.15 -0.07 0.08
H 4.44 2.49 -1.09 0.09
H 4.34 -0.60 1.04 0.12
C 3.12 -5.55 -8.04 -0.06
N 2.16 -6.11 -7.11 -0.20
C 1.74 -7.46 -7.42 -0.07
C 1.57 -5.38 -6.11 -0.22
C 0.29 -5.74 -5.62 -0.01
C -0.32 -4.97 -4.65 -0.03
C 0.37 -3.92 -3.96 -0.20
C -0.22 -3.27 -2.81 0.09
C -1.06 -3.94 -1.96 -0.05
C -1.70 -3.27 -0.82 -0.28
O -1.51 -2.10 -0.45 0.06
C -2.58 -4.25 -0.16 -0.09
C -2.44 -5.50 -0.79 -0.09
C -3.20 -6.58 -0.38 0.00
C -4.09 -6.41 0.69 -0.06
C -4.17 -5.17 1.37 -0.06
C -3.41 -4.07 0.94 0.01
C -1.37 -5.42 -1.84 -0.27
O -0.85 -6.39 -2.38 0.09
C 1.64 -3.57 -4.48 -0.02
C 2.24 -4.28 -5.50 -0.02
H 3.58 -4.64 -7.65 0.07
H 3.90 -6.31 -8.20 0.09
H 2.66 -5.32 -9.01 0.10
H 1.56 -8.05 -6.51 0.10
H 0.83 -7.49 -8.03 0.09
H 2.56 -7.93 -7.98 0.08
H -0.22 -6.63 -6.01 0.11
H -1.36 -5.15 -4.42 0.12
H 0.07 -2.26 -2.56 0.12
H -3.09 -7.54 -0.90 0.12
H -4.72 -7.23 1.01 0.10
H -4.84 -5.06 2.23 0.11
H -3.45 -3.10 1.43 0.11
H 2.14 -2.70 -4.04 0.11
H 3.26 -4.04 -5.80 0.10
```

Values from the calculation:
E_HOMO, eV: -5.7
E_LUMO, eV: -0.60
Energy relative to the best compared isomer or geometry (same formula, charge and spin), kJ/mol: 0.0
Maximum force, hartree/bohr: 0.05384
Orbital gap, Eh: 0.1891

=====

# 2
The following is a quantum chemistry calculation of C60H75N4O3PS3TeTi as an isolated structure, from OMol25.

Geometry as XYZ:
```
148
Properties=species:S:1:pos:R:3:lowdin_charge:R:1
Ti -0.36 0.96 0.28 0.56
C 2.64 2.26 -3.30 -0.13
C 1.36 2.92 -2.81 -0.52
C 1.09 4.17 -3.62 -0.12
P -0.03 1.64 -2.57 1.10
C -1.46 2.46 -3.49 -0.52
C -2.55 1.42 -3.75 -0.11
C -2.07 3.72 -2.86 -0.16
C 0.38 0.40 -3.87 -0.31
C 0.52 0.83 -5.19 -0.12
C 0.80 0.02 -6.27 -0.32
C 0.95 0.56 -7.66 -0.09
C 0.95 -1.34 -5.99 -0.09
C 0.85 -1.83 -4.71 -0.03
C 0.57 -1.00 -3.57 -0.33
N 0.55 -1.48 -2.34 0.07
C 0.78 -2.84 -2.18 -0.28
C -0.21 -3.82 -2.35 -0.23
C -1.58 -3.46 -2.85 -0.05
C 0.07 -5.16 -2.09 -0.04
C 1.33 -5.60 -1.69 -0.31
C 1.63 -7.04 -1.42 -0.08
C 2.32 -4.63 -1.58 -0.04
C 2.07 -3.29 -1.82 -0.21
C 3.21 -2.30 -1.77 -0.05
H 3.49 2.94 -3.11 0.05
H 2.60 2.04 -4.38 0.07
H 2.84 1.32 -2.77 0.07
H 1.56 3.20 -1.77 0.07
H 0.91 3.94 -4.68 0.07
H 1.97 4.82 -3.57 0.07
H 0.24 4.75 -3.25 0.05
H -1.03 2.74 -4.46 0.07
H -2.91 1.02 -2.80 0.03
H -2.18 0.60 -4.36 0.07
H -3.40 1.90 -4.26 0.08
H -2.99 3.47 -2.33 0.04
H -2.31 4.44 -3.65 0.07
H -1.42 4.20 -2.13 0.03
H 0.39 1.89 -5.38 0.08
H 0.77 1.64 -7.67 0.06
H 0.23 0.11 -8.36 0.06
H 1.95 0.39 -8.08 0.06
H 1.18 -2.03 -6.80 0.10
H 0.99 -2.89 -4.54 0.10
H -1.68 -2.37 -2.90 0.05
H -2.36 -3.84 -2.18 0.07
H -1.74 -3.88 -3.85 0.08
H -0.73 -5.89 -2.21 0.11
H 0.73 -7.66 -1.54 0.06
H 2.01 -7.19 -0.41 0.07
H 2.39 -7.43 -2.11 0.07
H 3.33 -4.93 -1.30 0.11
H 3.71 -2.26 -2.74 0.08
H 3.94 -2.59 -1.01 0.06
H 2.83 -1.31 -1.55 0.06
C 3.86 3.94 5.16 -0.07
C 3.12 3.42 3.96 -0.29
C 3.57 3.63 2.67 -0.04
C 2.86 3.15 1.58 -0.09
C 3.50 3.06 0.26 -0.24
O 3.39 2.05 -0.46 0.04
C 4.42 4.16 -0.21 -0.12
C 5.24 3.88 -1.29 -0.03
C 6.13 4.83 -1.79 -0.08
C 6.19 6.09 -1.21 -0.10
C 5.35 6.39 -0.14 -0.09
C 4.48 5.43 0.36 -0.03
C 1.60 2.53 1.74 -0.25
O 0.84 2.26 0.70 -0.25
C 1.16 2.20 3.08 -0.12
C 1.97 2.67 4.13 0.00
C 0.04 1.33 3.31 -0.25
N -0.70 0.79 2.31 -0.08
C -1.92 0.09 2.73 -0.32
C -2.87 0.68 3.78 -0.47
Te -3.91 2.54 3.60 1.29
C -2.53 4.04 4.19 -0.55
C -2.98 4.98 5.12 -0.18
C -2.19 6.07 5.46 -0.12
C -0.93 6.22 4.88 -0.11
C -0.48 5.27 3.97 -0.08
C -1.29 4.21 3.59 -0.14
C -0.19 0.91 4.72 -0.20
C -0.14 -0.45 5.05 -0.04
C -0.33 -0.88 6.35 -0.09
C -0.60 0.03 7.37 -0.12
C -0.65 1.38 7.06 -0.09
C -0.44 1.81 5.75 -0.07
H 4.75 4.49 4.85 0.07
H 4.18 3.12 5.82 0.07
H 3.23 4.61 5.75 0.07
H 4.54 4.10 2.50 0.10
H 5.17 2.89 -1.73 0.11
H 6.77 4.58 -2.64 0.10
H 6.88 6.83 -1.59 0.09
H 5.37 7.39 0.29 0.10
H 3.80 5.68 1.17 0.11
H 1.69 2.42 5.15 0.11
H -1.67 -0.91 3.10 0.08
H -2.49 -0.07 1.81 0.02
H -2.46 0.69 4.80 0.02
H -3.74 0.01 3.79 0.03
H -3.95 4.85 5.58 0.07
H -2.55 6.80 6.18 0.09
H -0.30 7.05 5.16 0.09
H 0.51 5.36 3.53 0.11
H -0.95 3.51 2.85 0.06
H 0.07 -1.18 4.27 0.09
H -0.27 -1.95 6.58 0.09
H -0.77 -0.31 8.38 0.08
H -0.88 2.11 7.83 0.10
H -0.50 2.87 5.51 0.10
C -4.80 2.83 -0.25 -0.17
C -3.59 1.93 -0.19 -0.79
S -2.08 2.71 0.23 0.62
C -3.66 0.62 -0.47 -0.79
C -4.96 -0.07 -0.79 -0.14
S -2.25 -0.43 -0.53 0.57
H -4.52 3.85 0.04 0.05
H -5.60 2.50 0.42 0.05
H -5.21 2.88 -1.27 0.07
H -5.77 0.63 -0.98 0.05
H -5.26 -0.73 0.03 0.06
H -4.83 -0.71 -1.68 0.06
C -3.02 -3.93 1.49 -0.12
N -2.17 -3.96 2.66 -0.06
C -0.88 -3.52 2.56 -0.85
S -0.29 -2.79 1.21 0.80
N -0.12 -3.67 3.70 -0.08
C -0.39 -4.64 4.73 -0.12
H -4.03 -4.24 1.79 0.08
H -2.64 -4.58 0.70 0.07
H -3.05 -2.92 1.08 0.04
H -2.34 -4.70 3.32 0.10
H 0.85 -3.44 3.52 0.11
H -0.40 -5.67 4.36 0.08
H -1.36 -4.43 5.21 0.08
H 0.38 -4.55 5.50 0.08
C 3.99 -0.70 1.49 -0.06
C 2.48 -0.71 1.57 -0.30
O 1.89 -0.11 0.42 -0.16
H 4.41 -1.19 2.38 0.07
H 4.38 0.32 1.44 0.07
H 4.33 -1.24 0.59 0.06
H 2.16 -0.18 2.48 0.11
H 2.08 -1.72 1.63 0.04
H 2.47 0.60 0.11 0.04
```

Values from the calculation:
E_HOMO (alpha / beta), eV: -0.1 / -0.1
E_LUMO (alpha / beta), eV: 3.62 / 3.62
Energy relative to the best compared isomer or geometry (same formula, charge and spin), kJ/mol: 335.9
Maximum force, hartree/bohr: 0.03186
Orbital gap (alpha / beta), Eh: 0.1379 / 0.1373
Charge: -2

=====

# 3
The following is a quantum chemistry calculation of C60H78BBaN8Si as an isolated structure, from OMol25.

Geometry as XYZ:
```
149
Properties=species:S:1:pos:R:3:lowdin_charge:R:1
Ba -0.43 -0.75 0.07 1.56
C 2.94 -1.83 4.02 -0.05
C 2.87 -2.37 2.60 -0.35
C 1.56 -3.11 2.32 -0.07
C 3.15 -1.31 1.58 -0.28
C 4.19 -0.36 1.57 0.03
C 4.13 0.24 0.33 -0.22
C 5.03 1.35 -0.14 -0.34
C 4.25 2.51 -0.78 -0.04
C 6.19 0.89 -1.03 -0.06
N 3.08 -0.31 -0.34 0.03
N 2.47 -1.23 0.45 0.01
B 2.93 -0.48 -1.89 -0.54
N 2.02 0.56 -2.56 0.02
N 0.75 0.81 -2.12 0.03
C 0.22 1.68 -2.98 -0.28
C 1.15 2.02 -3.97 0.03
C 2.28 1.27 -3.68 -0.22
C 3.54 1.17 -4.49 -0.37
C 3.89 2.51 -5.13 -0.07
C 3.38 0.08 -5.55 -0.05
C -1.21 2.12 -2.95 -0.38
C -2.01 1.33 -3.99 -0.04
C -1.34 3.62 -3.20 -0.05
N 2.45 -1.92 -2.21 0.03
N 1.14 -2.26 -2.10 0.07
C 1.03 -3.51 -2.52 -0.30
C 2.29 -4.01 -2.88 0.03
C 3.17 -2.97 -2.66 -0.21
C 4.67 -3.07 -2.76 -0.34
C 5.32 -2.27 -3.89 -0.06
C 5.34 -2.81 -1.41 -0.04
C -0.28 -4.23 -2.54 -0.37
C -0.95 -4.16 -1.17 -0.08
C -1.21 -3.67 -3.62 -0.06
H 2.79 -2.64 4.74 0.08
H 3.92 -1.39 4.22 0.07
H 2.18 -1.07 4.19 0.06
H 3.68 -3.10 2.49 0.14
H 0.70 -2.47 2.52 0.04
H 1.52 -3.43 1.28 0.06
H 1.47 -3.99 2.96 0.08
H 4.90 -0.15 2.35 0.11
H 5.48 1.73 0.78 0.13
H 3.74 2.19 -1.69 0.06
H 3.50 2.89 -0.09 0.09
H 4.93 3.32 -1.04 0.08
H 5.84 0.53 -2.00 0.05
H 6.87 1.73 -1.21 0.08
H 6.75 0.09 -0.56 0.08
H 4.02 -0.36 -2.36 0.09
H 1.01 2.70 -4.79 0.11
H 4.36 0.89 -3.82 0.10
H 3.12 2.82 -5.84 0.07
H 3.99 3.29 -4.38 0.08
H 4.83 2.43 -5.68 0.08
H 2.60 0.35 -6.26 0.09
H 4.31 -0.08 -6.10 0.08
H 3.09 -0.87 -5.08 0.07
H -1.61 1.89 -1.96 0.06
H -1.61 1.52 -4.99 0.08
H -1.94 0.26 -3.80 0.08
H -3.06 1.62 -3.97 0.06
H -1.02 3.86 -4.21 0.07
H -2.39 3.92 -3.10 0.07
H -0.75 4.20 -2.50 0.07
H 2.53 -5.00 -3.23 0.10
H 4.84 -4.13 -3.00 0.13
H 5.28 -1.20 -3.71 0.05
H 6.37 -2.56 -3.98 0.08
H 4.82 -2.47 -4.84 0.08
H 5.14 -1.80 -1.04 0.05
H 4.98 -3.51 -0.65 0.09
H 6.43 -2.92 -1.49 0.08
H -0.07 -5.28 -2.78 0.13
H -1.32 -3.15 -1.00 -0.02
H -1.81 -4.82 -1.09 0.09
H -0.25 -4.41 -0.37 0.08
H -1.42 -2.61 -3.42 0.07
H -0.76 -3.73 -4.61 0.08
H -2.16 -4.20 -3.63 0.08
C -2.10 -3.04 6.07 -0.09
C -0.91 -2.84 5.14 -0.21
C -0.36 -1.43 5.16 -0.18
C 0.34 -1.05 6.31 -0.07
C 0.95 0.19 6.40 -0.09
C 0.85 1.07 5.34 -0.06
C 0.14 0.74 4.19 -0.17
C 0.03 1.77 3.09 -0.20
C -0.44 3.14 3.59 -0.08
C -0.48 -0.51 4.10 -0.20
N -1.14 -0.89 2.90 -0.02
C -2.34 -1.37 3.05 -0.15
C -3.11 -1.98 2.04 -0.37
C -4.43 -2.45 2.17 -0.07
C -4.80 -2.90 0.90 -0.11
C -3.69 -2.69 0.08 -0.24
N -2.66 -2.14 0.75 -0.12
H -2.42 -4.09 6.06 0.07
H -2.95 -2.43 5.76 0.06
H -1.85 -2.77 7.09 0.07
H -1.17 -3.14 4.13 0.10
H -0.10 -3.51 5.45 0.11
H 0.43 -1.76 7.12 0.11
H 1.51 0.46 7.29 0.10
H 1.34 2.03 5.40 0.11
H -0.67 1.42 2.32 0.04
H 1.00 1.89 2.60 0.12
H -1.38 3.06 4.14 0.08
H -0.59 3.83 2.76 0.05
H 0.30 3.58 4.27 0.06
H -2.81 -1.32 4.03 0.12
H -5.03 -2.41 3.06 0.10
H -5.75 -3.32 0.61 0.08
H -3.60 -2.94 -0.97 0.09
C -1.63 5.91 0.94 -0.11
C -2.88 5.49 1.40 -0.10
C -3.27 4.17 1.24 -0.11
C -2.45 3.22 0.62 -0.32
C -1.20 3.67 0.18 -0.15
C -0.80 4.99 0.32 -0.11
Si -2.93 1.37 0.33 0.64
C -4.16 1.54 -1.15 -0.31
C -4.66 0.37 -1.73 -0.13
C -5.57 0.40 -2.78 -0.10
C -6.00 1.61 -3.30 -0.12
C -5.51 2.79 -2.75 -0.11
C -4.61 2.75 -1.69 -0.11
C -4.22 1.13 1.74 -0.30
C -5.53 0.69 1.55 -0.09
C -6.40 0.49 2.61 -0.10
C -5.98 0.73 3.91 -0.12
C -4.69 1.18 4.14 -0.10
C -3.83 1.37 3.06 -0.13
H -1.32 6.94 1.06 0.09
H -3.54 6.20 1.89 0.09
H -4.25 3.86 1.60 0.10
H -0.52 2.97 -0.30 0.08
H 0.18 5.30 -0.04 0.10
H -4.34 -0.59 -1.34 0.07
H -5.94 -0.53 -3.19 0.10
H -6.70 1.64 -4.12 0.09
H -5.84 3.75 -3.14 0.09
H -4.25 3.68 -1.27 0.09
H -5.89 0.49 0.55 0.09
H -7.41 0.14 2.42 0.09
H -6.66 0.57 4.75 0.09
H -4.34 1.38 5.14 0.10
H -2.82 1.72 3.26 0.08
```

Values from the calculation:
E_HOMO, eV: -4.0
E_LUMO, eV: 2.17
Maximum force, hartree/bohr: 0.01295
Orbital gap, Eh: 0.2262
Charge: -1